A structure of composition C48H69BrN6O2P2SY. Source: the Open Molecules 2025 dataset; level of theory: the ωB97M-V functional and the def2-TZVPD basis.

Properties
Kohn-Sham gap ... 8.030 eV
Energy relative to the best compared isomer or geometry (same formula, charge and spin) ... 2.0 kcal per mole
Total charge ... +1
Calculated total energy ... -6042.85672 Ha

Element x y z (Å)
Y 0.858 -1.112 0.785
C -3.006 3.280 6.638
C -1.903 3.794 5.705
C -0.679 4.139 6.552
C -2.382 5.072 5.005
C -1.590 2.729 4.656
C -0.344 2.145 4.523
C -0.146 1.194 3.536
Br 1.591 0.419 3.432
C -1.127 0.770 2.637
O -0.820 -0.131 1.701
C -2.414 1.339 2.790
C -2.588 2.294 3.785
C -3.626 0.869 1.976
C -3.288 0.588 0.507
C -4.761 1.904 1.984
C -4.155 -0.419 2.619
H -3.247 4.032 7.393
H -2.689 2.371 7.153
H -3.923 3.052 6.092
H -0.945 4.902 7.284
H 0.138 4.536 5.944
H -0.308 3.271 7.102
H -2.610 5.846 5.741
H -3.284 4.897 4.417
H -1.613 5.460 4.332
H 0.479 2.416 5.168
H -3.566 2.736 3.895
H -2.725 1.410 0.061
H -4.214 0.466 -0.056
H -2.695 -0.316 0.388
H -4.420 2.883 1.640
H -5.217 2.023 2.967
H -5.552 1.566 1.312
H -3.379 -1.185 2.660
H -4.996 -0.817 2.044
H -4.495 -0.230 3.639
N 2.485 -0.025 -0.118
P 2.301 0.920 -1.333
N 1.436 2.303 -0.962
C 1.306 3.490 -1.812
C -0.146 3.965 -1.847
C -0.770 3.901 -0.440
C 0.317 3.852 0.623
C 1.165 2.592 0.463
N 3.713 1.524 -2.035
C 4.716 0.505 -2.377
C 5.621 1.035 -3.486
C 5.898 2.533 -3.275
C 5.797 2.849 -1.787
C 4.349 2.654 -1.322
N 1.463 0.133 -2.583
C 1.052 0.937 -3.754
C 0.451 0.062 -4.845
C 1.476 -0.928 -5.408
C 2.490 -1.324 -4.327
C 1.847 -1.247 -2.948
H 1.693 3.284 -2.807
H 1.936 4.292 -1.411
H -0.721 3.341 -2.533
H -0.179 4.981 -2.247
H -1.391 3.008 -0.345
H -1.431 4.753 -0.274
H -0.113 3.836 1.627
H 0.936 4.751 0.567
H 0.617 1.765 0.914
H 2.101 2.679 1.026
H 4.228 -0.413 -2.690
H 5.293 0.229 -1.484
H 5.153 0.869 -4.458
H 6.556 0.468 -3.481
H 5.157 3.129 -3.813
H 6.874 2.808 -3.674
H 6.100 3.873 -1.564
H 6.476 2.200 -1.229
H 3.795 3.561 -1.554
H 4.311 2.516 -0.232
H 1.909 1.484 -4.169
H 0.324 1.673 -3.422
H 0.061 0.707 -5.634
H -0.408 -0.475 -4.441
H 2.000 -0.482 -6.256
H 0.961 -1.810 -5.793
H 3.350 -0.652 -4.371
H 2.873 -2.331 -4.501
H 2.485 -1.650 -2.162
H 0.953 -1.882 -2.948
O 0.179 -2.696 -0.584
P -1.039 -3.541 -0.900
C -0.594 -4.743 -2.144
C -1.564 -5.383 -2.913
C -1.184 -6.315 -3.866
C 0.162 -6.605 -4.051
C 1.129 -5.968 -3.285
C 0.756 -5.035 -2.330
C -2.358 -2.501 -1.517
C -2.022 -1.312 -2.159
C -3.016 -0.528 -2.723
C -4.341 -0.931 -2.651
C -4.682 -2.108 -1.996
C -3.693 -2.893 -1.425
C -1.644 -4.363 0.564
C -1.606 -5.743 0.725
C -2.026 -6.309 1.921
C -2.475 -5.497 2.954
C -2.510 -4.116 2.797
C -2.098 -3.548 1.604
H -2.614 -5.148 -2.781
H -1.934 -6.810 -4.467
H 0.458 -7.330 -4.798
H 2.177 -6.195 -3.433
H 1.505 -4.530 -1.733
H -0.988 -0.990 -2.210
H -2.752 0.399 -3.216
H -5.117 -0.319 -3.092
H -5.719 -2.409 -1.927
H -3.961 -3.804 -0.903
H -1.249 -6.380 -0.075
H -1.999 -7.383 2.048
H -2.799 -5.944 3.884
H -2.862 -3.482 3.600
H -2.139 -2.468 1.488
N 4.371 -0.962 1.654
C 4.059 -2.110 2.226
N 4.922 -2.665 3.088
S 2.592 -2.940 1.922
H 5.246 -0.505 1.858
H 3.718 -0.546 0.943
H 5.822 -2.260 3.279
H 4.664 -3.517 3.552

***

A structure of composition C48H69Cl4O5P4SiTi. Source: the Open Molecules 2025 dataset; level of theory: the ωB97M-V functional and the def2-TZVPD basis.

Properties
Kohn-Sham gap ... 6.279 eV
Energy relative to the best compared isomer or geometry (same formula, charge and spin) ... 6.5 kcal per mole
Total charge ... -1
Calculated total energy ... -6592.04320 Ha

Element x y z (Å)
Ti -0.454 -0.946 0.193
C -1.499 3.549 1.509
C -2.171 3.705 0.145
C -2.385 5.178 -0.182
P -1.223 2.674 -1.090
C -1.917 3.253 -2.712
C -3.389 2.848 -2.787
C -1.123 2.602 -3.843
C 0.426 3.491 -1.018
C 0.681 4.738 -1.597
C 1.924 5.342 -1.497
C 2.944 4.686 -0.822
C 2.704 3.439 -0.268
C 1.450 2.816 -0.334
Si 1.264 1.096 0.535
C 1.270 1.638 2.407
C 1.854 2.825 2.876
C 1.754 3.239 4.193
C 1.055 2.466 5.109
C 0.474 1.288 4.683
C 0.570 0.871 3.351
P -0.199 -0.710 2.833
C -1.828 -0.823 3.736
C -1.865 -1.457 5.127
C -2.546 0.527 3.758
C 1.018 -1.934 3.539
C 1.558 -1.685 4.947
C 0.570 -3.387 3.395
C 3.014 0.385 0.173
C 3.984 0.278 1.172
C 5.249 -0.232 0.912
C 5.566 -0.666 -0.366
C 4.614 -0.576 -1.374
C 3.343 -0.054 -1.128
P 2.027 0.164 -2.409
C 2.841 1.086 -3.820
C 3.941 0.440 -4.661
C 3.300 2.454 -3.319
C 1.643 -1.520 -3.114
C 2.751 -2.519 -3.448
C 0.720 -1.319 -4.320
H -2.137 3.950 2.301
H -0.546 4.086 1.535
H -1.301 2.499 1.729
H -3.147 3.209 0.193
H -1.432 5.709 -0.226
H -2.987 5.649 0.601
H -2.906 5.327 -1.130
H -1.849 4.340 -2.810
H -3.498 1.766 -2.669
H -3.812 3.123 -3.757
H -3.990 3.325 -2.011
H -1.140 1.515 -3.738
H -0.078 2.920 -3.836
H -1.554 2.857 -4.816
H -0.103 5.251 -2.139
H 2.096 6.311 -1.950
H 3.930 5.130 -0.751
H 3.530 2.918 0.203
H 2.382 3.468 2.188
H 2.212 4.172 4.501
H 0.960 2.781 6.142
H -0.065 0.682 5.398
H -2.392 -1.473 3.058
H -1.466 -2.469 5.144
H -1.322 -0.865 5.865
H -2.905 -1.507 5.460
H -2.497 1.023 2.793
H -2.129 1.188 4.519
H -3.602 0.364 3.990
H 1.849 -1.780 2.839
H 0.782 -1.776 5.707
H 2.025 -0.707 5.046
H 2.318 -2.441 5.166
H -0.210 -3.644 4.112
H 1.417 -4.049 3.594
H 0.185 -3.609 2.402
H 3.748 0.612 2.178
H 5.983 -0.295 1.708
H 6.547 -1.072 -0.582
H 4.871 -0.924 -2.364
H 1.982 1.255 -4.481
H 4.819 0.191 -4.065
H 4.267 1.149 -5.428
H 3.603 -0.460 -5.171
H 4.113 2.355 -2.596
H 2.490 2.997 -2.834
H 3.665 3.059 -4.155
H 1.014 -1.954 -2.331
H 3.294 -2.245 -4.353
H 2.302 -3.502 -3.623
H 3.478 -2.631 -2.646
H 1.248 -0.867 -5.164
H -0.134 -0.693 -4.060
H 0.328 -2.284 -4.651
Cl -5.794 -0.526 -3.854
C -4.718 -0.274 -2.521
C -5.148 0.391 -1.386
Cl -6.771 0.987 -1.289
C -4.274 0.583 -0.309
Cl -4.818 1.340 1.151
C -2.968 0.114 -0.365
O -2.095 0.145 0.614
C -2.517 -0.503 -1.559
O -1.257 -0.921 -1.523
C -3.394 -0.730 -2.597
Cl -2.820 -1.579 -3.990
C -4.981 -4.326 0.863
C -4.458 -2.934 1.161
O -3.349 -2.591 0.345
P -1.815 -3.077 0.815
O -1.277 -3.779 -0.596
C -1.767 -5.064 -0.955
C -1.102 -6.172 -0.159
O 0.984 -2.065 0.191
C 1.841 -3.120 -0.138
C 2.978 -3.318 0.850
H -5.842 -4.552 1.496
H -4.206 -5.070 1.059
H -5.286 -4.402 -0.181
H -4.193 -2.851 2.222
H -5.226 -2.184 0.956
H -1.559 -5.178 -2.021
H -2.854 -5.097 -0.832
H -0.026 -6.179 -0.337
H -1.507 -7.146 -0.446
H -1.274 -6.025 0.909
H 2.279 -2.924 -1.115
H 1.243 -4.035 -0.227
H 3.495 -2.375 1.025
H 3.700 -4.023 0.428
H 2.630 -3.720 1.800